This record from OMol25 describes the molecule CHO2PS in a non-equilibrium geometry. The level of theory is ωB97M-V with the def2-TZVPD basis set.

Structure (XYZ):
```
6
CHO2PS ωB97M-V with the def2-TZVPD basis set
C -1.10334 0.15989 -0.06545
O -0.02455 -0.38758 0.58913
O -0.91895 1.10655 -0.77895
P 1.45360 0.44606 0.24374
S 2.68784 -0.98002 -0.16950
H -2.09460 -0.34491 0.18103
```

ΔE to the lowest compared entry with this formula, charge and spin ... 0.0 kJ/mol
E_HOMO (spin up / spin down) ... -7.525 / -10.589 eV
Total charge ... 0
Maximum force ... 2.15 eV Å⁻¹
LUMO energy (spin up / spin down) ... 0.90 / -3.42 eV
Spin multiplicity ... 3